## i
{
  "formula": "C3H13NSi2",
  "method": "wB97M-V/def2-TZVPD",
  "smiles": "C[SiH2][SiH2]N(C)C",
  "multiplicity": 1,
  "species": ["C", "Si", "Si", "N", "C", "C", "H", "H", "H", "H", "H", "H", "H", "H", "H", "H", "H", "H", "H"],
  "positions_angstrom": [[3.46, 0.35, -0.44], [1.93, -0.71, -0.02], [0.20, 0.77, 0.35], [-1.54, -0.20, -0.21], [-2.57, 0.67, -0.70], [-2.00, -1.13, 0.78], [3.91, 0.77, 0.45], [4.23, -0.23, -0.95], [3.19, 1.18, -1.09], [2.29, -1.52, 1.16], [1.70, -1.66, -1.12], [0.15, 1.97, -0.49], [0.01, 1.23, 1.74], [-3.08, 1.24, 0.09], [-2.15, 1.37, -1.42], [-3.33, 0.07, -1.22], [-2.76, -1.79, 0.33], [-1.17, -1.74, 1.11], [-2.46, -0.64, 1.65]]
}

---

## ii
{
  "formula": "C3H13NSi2",
  "method": "wB97M-V/def2-TZVPD",
  "multiplicity": 1,
  "species": ["C", "C", "C", "N", "Si", "Si", "H", "H", "H", "H", "H", "H", "H", "H", "H", "H", "H", "H", "H"],
  "positions_angstrom": [[1.91, -1.00, -0.26], [2.21, 1.48, 0.18], [1.64, 0.37, -0.71], [-1.95, 1.41, 0.85], [-2.48, -1.93, 0.26], [-1.72, 0.16, -0.41], [2.96, -1.02, 0.06], [1.41, -1.24, 0.69], [1.95, -1.63, -1.13], [2.02, 1.27, 1.20], [1.75, 2.47, 0.03], [3.26, 1.57, 0.24], [1.74, 0.64, -1.72], [-1.21, 1.99, 0.98], [-2.78, 1.93, 0.49], [-1.71, -3.04, 0.05], [-3.01, -1.78, 1.64], [-3.78, -2.16, -0.66], [-2.22, 0.51, -1.79]]
}

---

We find i to be the most stable, with the next structure 0.1085 hartree higher.

---

## i
{
  "formula": "ClH3S",
  "method": "wB97M-V/def2-TZVPD",
  "multiplicity": 1,
  "species": ["H", "H", "H", "S", "Cl"],
  "positions_angstrom": [[-1.22, 1.33, -0.40], [2.05, 0.47, 0.75], [0.69, -0.75, -0.45], [2.35, -0.54, 0.03], [-3.87, -0.51, 0.06]]
}

---

## ii
{
  "formula": "ClH3S",
  "method": "wB97M-V/def2-TZVPD",
  "smiles": "Cl.S",
  "multiplicity": 1,
  "species": ["Cl", "H", "S", "H", "H"],
  "positions_angstrom": [[1.18, -0.94, 0.14], [0.12, -0.98, 0.85], [-0.89, 1.02, -0.49], [0.33, 1.20, 0.05], [-0.74, -0.31, -0.55]]
}

---

We find ii to be the most stable, with the next structure 0.2558 hartree higher.

---

## i
{
  "formula": "C6H12O2",
  "method": "wB97M-V/def2-TZVPD",
  "total_charge": 1,
  "multiplicity": 2,
  "species": ["O", "C", "C", "C", "C", "C", "C", "H", "H", "H", "H", "H", "H", "H", "H", "H", "H", "H", "H", "O"],
  "positions_angstrom": [[-0.10, -2.05, -1.06], [0.22, -1.85, 0.08], [-0.69, -1.12, 1.05], [-0.13, 0.21, 1.60], [0.74, 0.95, 0.61], [2.07, 1.20, 0.98], [0.10, 1.41, -0.61], [1.22, -2.18, 0.42], [-1.64, -0.93, 0.56], [-1.01, -1.84, 1.81], [0.45, 0.11, 2.51], [-0.98, 0.87, 1.80], [2.72, 1.72, 0.27], [2.59, 1.00, 1.90], [-0.40, 0.62, -1.19], [0.74, 1.86, -1.37], [-0.72, 2.06, -0.32], [-2.53, -0.75, -3.00], [-0.99, -0.85, -2.74], [-1.67, -0.44, -3.30]]
}

---

## ii
{
  "formula": "C6H12O2",
  "method": "wB97M-V/def2-TZVPD",
  "total_charge": 1,
  "multiplicity": 2,
  "species": ["C", "C", "O", "C", "H", "H", "H", "H", "H", "H", "C", "C", "O", "C", "H", "H", "H", "H", "H", "H"],
  "positions_angstrom": [[-1.99, 0.42, -3.38], [-1.11, 0.34, -2.28], [-0.96, 1.44, -1.62], [-0.37, -0.86, -1.85], [-2.20, -0.46, -3.97], [-2.46, 1.36, -3.62], [-0.36, 1.31, -0.85], [-0.66, -1.74, -2.41], [0.70, -0.70, -1.99], [-0.58, -1.03, -0.78], [1.75, -0.11, 0.98], [0.85, -0.08, 1.95], [-0.47, -0.32, 1.61], [1.11, 0.22, 3.38], [2.78, 0.12, 1.16], [1.45, -0.37, -0.02], [-1.00, -0.41, 2.41], [2.15, 0.48, 3.55], [0.49, 1.05, 3.72], [0.87, -0.65, 4.01]]
}

---

We find ii to be the most stable, with the next structure 0.0360 hartree higher.

---

## i
{
  "formula": "C2H3FO2",
  "method": "wB97M-V/def2-TZVPD",
  "smiles": "O=C(O)CF",
  "multiplicity": 1,
  "species": ["O", "C", "O", "C", "F", "H", "H", "H"],
  "positions_angstrom": [[-0.80, 1.58, 0.07], [-0.43, 0.43, 0.10], [-1.46, -0.52, -0.13], [0.97, -0.34, 0.22], [2.00, 0.54, -0.25], [-2.17, 0.06, -0.72], [0.85, -1.10, -0.53], [1.03, -0.65, 1.24]]
}

---

## ii
{
  "formula": "C2H3FO2",
  "method": "wB97M-V/def2-TZVPD",
  "smiles": "O=C(O)CF",
  "multiplicity": 1,
  "species": ["O", "C", "O", "C", "F", "H", "H", "H"],
  "positions_angstrom": [[-1.76, -0.58, -0.07], [-0.66, -0.01, -0.05], [-0.45, 1.26, 0.07], [0.67, -0.76, 0.13], [1.72, 0.06, -0.12], [0.52, 1.60, 0.04], [0.66, -1.15, 1.21], [0.91, -1.77, -0.55]]
}

---

## iii
{
  "formula": "C2H3FO2",
  "method": "wB97M-V/def2-TZVPD",
  "multiplicity": 1,
  "species": ["C", "C", "O", "O", "F", "H", "H", "H"],
  "positions_angstrom": [[0.00, 0.42, 0.48], [0.32, -0.85, -0.31], [-0.68, 1.33, -0.22], [-1.05, 0.97, -1.43], [0.68, -1.98, 0.39], [-0.56, 0.27, 1.43], [0.84, 0.85, 0.99], [0.45, -1.03, -1.34]]
}

---

We find ii to be the most stable, with the next structure 0.0085 hartree higher.

---

## i
{
  "formula": "C3H3FN2S",
  "method": "wB97M-V/def2-TZVPD",
  "multiplicity": 1,
  "species": ["C", "C", "C", "N", "N", "F", "S", "H", "H", "H"],
  "positions_angstrom": [[2.59, -1.70, -0.75], [-0.65, 0.13, 0.11], [-1.54, 1.16, 0.58], [2.63, -2.12, -1.82], [2.40, -1.20, 0.37], [-1.05, -0.50, -0.98], [1.04, -0.15, 0.68], [-2.50, 0.86, 0.13], [-1.27, 2.16, 0.03], [-1.64, 1.35, 1.66]]
}

---

## ii
{
  "formula": "C3H3FN2S",
  "method": "wB97M-V/def2-TZVPD",
  "multiplicity": 1,
  "species": ["C", "C", "C", "N", "N", "F", "S", "H", "H", "H"],
  "positions_angstrom": [[-0.87, -0.50, -0.53], [-1.17, 0.53, 0.24], [1.12, 0.15, -0.11], [0.50, -0.76, -0.72], [3.21, 0.34, 0.29], [3.83, -0.69, -0.36], [0.26, 1.33, 0.87], [-1.52, -1.24, -0.87], [-2.19, 0.81, 0.59], [3.27, 0.08, 1.28]]
}

---

We find i to be the most stable, with the next structure 0.0296 hartree higher.

---

## i
{
  "formula": "C9H12N2",
  "method": "wB97M-V/def2-TZVPD",
  "smiles": "C#CCN(C)Cc1ccc[nH]1",
  "multiplicity": 1,
  "species": ["C", "C", "C", "N", "C", "C", "C", "C", "C", "C", "N", "H", "H", "H", "H", "H", "H", "H", "H", "H", "H", "H", "H"],
  "positions_angstrom": [[0.44, -2.50, -1.69], [1.03, -2.37, -0.54], [1.16, -1.99, 0.96], [0.20, -1.04, 1.50], [-1.13, -1.21, 1.62], [0.79, 0.31, 1.00], [0.05, 1.18, -0.12], [-0.33, 2.58, -0.07], [-0.54, 3.15, -1.32], [-0.32, 2.12, -2.21], [-0.05, 0.77, -1.46], [-0.25, -2.61, -2.61], [2.13, -1.87, 1.54], [0.81, -3.03, 1.53], [-1.58, -0.61, 0.72], [-1.48, -2.13, 1.78], [-1.54, -0.72, 2.58], [1.03, 0.89, 1.87], [1.80, 0.04, 0.44], [-0.64, 3.09, 0.94], [-0.92, 4.19, -1.58], [-0.76, 1.97, -3.14], [0.08, -0.19, -1.75]]
}

---

## ii
{
  "formula": "C9H12N2",
  "method": "wB97M-V/def2-TZVPD",
  "multiplicity": 1,
  "species": ["C", "C", "C", "C", "C", "C", "C", "C", "C", "N", "N", "H", "H", "H", "H", "H", "H", "H", "H", "H", "H", "H", "H"],
  "positions_angstrom": [[3.39, -0.91, 0.05], [3.49, 0.47, -0.18], [2.12, -1.46, 0.13], [2.36, 1.32, -0.11], [1.03, -0.69, -0.10], [1.10, 0.73, -0.01], [-1.35, -0.10, 0.05], [-2.33, -0.07, -1.13], [-1.57, 0.00, 1.58], [-0.37, -1.00, -0.32], [-0.10, 1.50, -0.01], [4.16, -1.65, 0.19], [4.41, 0.85, -0.29], [1.88, -2.46, 0.21], [2.37, 2.33, -0.19], [-2.95, 0.73, -1.01], [-2.98, -0.92, -1.14], [-1.77, 0.10, -1.97], [-0.55, 0.27, 2.07], [-2.16, -0.78, 1.95], [-2.07, 0.88, 1.69], [-0.47, -1.65, -1.08], [-0.44, 2.04, -0.77]]
}

---

We find ii to be the most stable, with the next structure 0.1404 hartree higher.